Computed, not measured: C49H80N8O4S3Si5SnTe as an isolated structure, with ωB97M-V/def2-TZVPD.

```
151
C49H80N8O4S3Si5SnTe (ωB97M-V/def2-TZVPD)
Sn -0.45569 1.59104 0.34436
C -2.12669 4.75047 -2.30884
C -1.33789 3.78788 -1.76492
N -1.63159 3.19123 -0.58370
C -2.75200 3.64992 0.08041
C -3.53529 4.64540 -0.52878
N -3.27817 5.20216 -1.69055
C -3.00579 3.07121 1.36753
C -4.18373 3.25373 2.07423
C -4.43992 2.57767 3.28004
C -3.34783 1.77242 3.77338
C -2.19358 1.65901 3.06391
N -1.99789 2.24040 1.83469
C -1.03264 0.94653 3.65119
C -1.18889 -0.13376 4.53227
N -0.16571 -0.76107 5.08815
C 1.04934 -0.33370 4.73692
C 1.21988 0.70886 3.84468
N 0.18697 1.35593 3.31270
C -5.67693 2.68233 3.98406
C -6.01120 1.85417 5.08867
C -7.22046 1.99335 5.73226
N -8.17407 2.88045 5.41181
C -7.86546 3.66747 4.36694
C -6.69364 3.61759 3.64919
H -1.86611 5.20464 -3.25706
H -0.41927 3.47397 -2.25259
H -4.41656 5.00408 -0.00348
H -4.94965 3.87302 1.62988
H -3.39787 1.33909 4.76317
H -2.18270 -0.49731 4.77362
H 1.90278 -0.84823 5.16476
H 2.20822 1.03377 3.53592
H -5.33229 1.08267 5.42668
H -7.44737 1.33884 6.57137
H -8.62043 4.39913 4.08815
H -6.55425 4.32040 2.83805
C 2.47987 5.61243 -1.63606
C 2.18501 4.17005 -1.26091
S 1.57680 3.91988 0.33761
C 2.41492 3.22703 -2.21143
C 2.83174 3.59607 -3.62267
S 2.07478 1.50037 -2.03089
H 2.34406 6.25088 -0.76722
H 1.79641 5.95356 -2.42208
H 3.50105 5.73815 -2.01521
H 3.68062 4.28798 -3.64297
H 2.01137 4.08228 -4.16537
H 3.11299 2.71052 -4.19371
C -2.95158 -3.88107 -3.03617
C -1.68245 -3.21900 -2.49585
C -1.41033 -3.67540 -1.06461
C -0.48386 -3.57587 -3.37182
O -1.81086 -1.80560 -2.58126
Si -2.64656 -0.65674 -1.71102
O -1.74197 0.28609 -0.84371
O -3.75991 -1.55074 -0.85917
C -4.92916 -1.11350 -0.15816
C -5.18312 -2.16823 0.91545
C -6.09645 -1.06235 -1.14079
C -4.70257 0.24357 0.49384
O -3.54847 0.16990 -2.83522
C -3.14625 0.75584 -4.07660
C -4.02452 1.98843 -4.25833
C -3.40891 -0.25576 -5.19153
C -1.67296 1.16516 -4.06681
H -2.85474 -4.97199 -3.02719
H -3.13417 -3.55784 -4.06306
H -3.80705 -3.59306 -2.42406
H -1.20306 -4.75108 -1.04232
H -2.27206 -3.46173 -0.43117
H -0.54386 -3.13535 -0.67721
H -0.32775 -4.65828 -3.40484
H 0.41499 -3.09906 -2.97600
H -0.64716 -3.21146 -4.38862
H -5.26157 -3.15704 0.45370
H -6.10469 -1.95883 1.46399
H -4.35342 -2.17222 1.62813
H -6.27599 -2.05452 -1.56584
H -5.86280 -0.37334 -1.95186
H -7.00808 -0.72700 -0.63713
H -3.81910 0.20727 1.13430
H -5.56124 0.52597 1.10895
H -4.54149 1.02139 -0.25695
H -5.07784 1.69768 -4.24417
H -3.80926 2.48590 -5.20885
H -3.84876 2.69352 -3.44346
H -4.46776 -0.52829 -5.20735
H -2.81811 -1.15408 -5.01676
H -3.13843 0.16232 -6.16643
H -1.46558 1.80886 -3.20818
H -1.42766 1.70954 -4.98362
H -1.02256 0.29237 -3.99596
C 8.33951 1.70142 -0.99006
Si 6.47851 1.94674 -1.21502
C 6.15082 2.28763 -3.02901
C 5.90079 3.40336 -0.19020
Si 5.31006 0.03371 -0.56031
Te 2.95751 0.62021 0.03929
Si 5.95501 -0.63395 1.59437
C 5.94567 0.86265 2.73995
C 7.69204 -1.37589 1.61888
C 4.76400 -1.92497 2.26969
Si 5.29361 -1.76746 -2.04539
C 4.53839 -1.23645 -3.68035
C 7.04031 -2.41108 -2.37819
C 4.27077 -3.16097 -1.31035
H 8.87863 2.59659 -1.31911
H 8.70409 0.85219 -1.57600
H 8.59659 1.52056 0.05783
H 6.67145 3.19529 -3.35276
H 5.07961 2.43202 -3.18143
H 6.47346 1.45951 -3.66633
H 6.31598 4.33574 -0.58880
H 6.20905 3.31295 0.85513
H 4.80803 3.48266 -0.20817
H 6.86794 1.44282 2.63399
H 5.86670 0.54125 3.78350
H 5.10803 1.53115 2.52393
H 8.43898 -0.65426 1.27603
H 7.75537 -2.25560 0.97188
H 7.95944 -1.68582 2.63524
H 3.71261 -1.68062 2.08427
H 4.89804 -2.02170 3.35272
H 4.94885 -2.90446 1.81886
H 5.20361 -0.55709 -4.22063
H 3.59363 -0.71011 -3.51737
H 4.34826 -2.10775 -4.31592
H 7.67098 -1.63560 -2.82355
H 7.00618 -3.25779 -3.07282
H 7.52507 -2.74874 -1.45764
H 3.33366 -2.78252 -0.89160
H 4.81359 -3.67155 -0.50920
H 4.02823 -3.90017 -2.08103
C -3.41621 -4.57199 3.18813
C -1.92968 -4.50480 3.07629
C -1.06065 -5.49098 3.43360
C 0.32346 -5.23380 3.23639
N 0.80227 -4.13052 2.73755
C -0.05752 -3.12698 2.37359
S 0.34186 -1.68752 1.69531
N -1.41472 -3.37325 2.58175
C 1.33206 -6.28577 3.60383
H -3.73472 -5.57245 3.47179
H -3.87911 -4.30484 2.23630
H -3.76761 -3.86247 3.93914
H -1.41372 -6.42555 3.84118
H -2.01753 -2.62025 2.27177
H 0.86284 -7.17367 4.02670
H 2.04033 -5.87248 4.32241
H 1.89942 -6.56491 2.71545
```

Summary:
- Total charge: -2
- Gap between HOMO and LUMO (alpha / beta): 0.141 / 0.140 Eh
- Relative energy (zero: lowest compared OMol25 entry of this formula, charge and spin): 188.9 kJ/mol
- E_HOMO (alpha / beta): -0.5 / -0.5 eV

Computed, not measured: a 12-piece molecular cluster, C49H85F2NO20 overall, with ωB97M-V/def2-TZVPD.

```
157
C49H85F2NO20 (ωB97M-V/def2-TZVPD)
C -1.05267 -1.46309 5.04379
N -1.28438 -1.89451 3.56939
O -1.62290 -1.06894 2.78685
O -1.00564 -3.07003 3.39059
H -1.87045 -0.74464 5.10006
H -0.10033 -0.95908 4.87911
H -1.20445 -2.34166 5.67083
O 2.07268 0.00782 6.07542
C 3.29962 0.06150 5.70431
O 4.36535 0.23789 6.49345
C 4.32024 0.08718 7.91621
C 5.47700 -0.89947 8.24482
C 3.70729 -0.12094 4.27192
H 3.37744 -0.27752 8.32393
H 4.49732 1.09746 8.28507
H 5.87594 -0.72904 9.24477
H 6.29655 -0.79741 7.53347
H 5.20676 -1.95168 8.15578
H 4.02447 -1.15391 4.12882
H 4.38104 0.64771 3.89333
H 2.70149 -0.08007 3.85383
O -6.38317 0.23034 -2.53337
C -6.86138 0.42441 -1.44440
O -7.48398 -0.42956 -0.71431
C -7.94927 -1.70874 -1.29154
C -6.90868 -2.82256 -0.90862
C -6.29877 1.65146 -0.72421
H -8.22794 -1.67341 -2.34472
H -8.82684 -1.98326 -0.70621
H -6.13261 -2.88062 -1.67179
H -7.51176 -3.73049 -0.91542
H -6.48916 -2.62526 0.07788
H -5.24945 1.77103 -0.99389
H -6.41210 1.61008 0.35909
H -6.86755 2.53130 -1.02500
O -3.39281 7.25759 1.09670
C -3.88489 6.32942 1.78993
O -3.21779 5.48855 2.51110
C -1.82400 5.33374 2.52124
C -1.37135 4.47005 1.44614
C -5.39731 5.94882 1.79857
H -1.49758 4.77480 3.39824
H -1.33527 6.30798 2.53193
H -0.32312 4.22249 1.61359
H -1.46241 4.90517 0.45091
H -1.99456 3.57651 1.48206
H -5.90809 6.91035 1.74686
H -5.61615 5.29357 2.64169
H -5.60938 5.39561 0.88365
O 4.19322 -0.68549 -2.76383
C 4.22839 0.53473 -2.63823
O 4.32307 1.54648 -3.61970
C 4.70965 1.24748 -4.95396
C 6.21078 1.29356 -4.97198
C 4.22313 1.12180 -1.24260
H 4.26207 2.03479 -5.56052
H 4.13728 0.40487 -5.34190
H 6.52835 0.80625 -5.89381
H 6.62689 0.65727 -4.19090
H 6.45102 2.33473 -4.75669
H 3.39265 1.82150 -1.14864
H 5.14903 1.64195 -0.99715
H 4.21693 0.26531 -0.56845
O 0.22990 0.35867 -5.86515
C 0.25136 -0.22649 -4.77165
O -0.65351 -1.14345 -4.43920
C -1.70221 -1.58479 -5.28487
C -2.29399 -2.75751 -4.51631
C 1.24778 -0.08602 -3.68408
H -1.33118 -1.79282 -6.28844
H -2.43312 -0.78785 -5.42184
H -1.48783 -3.42000 -4.20116
H -2.87917 -3.45173 -5.11941
H -2.84448 -2.35871 -3.66424
H 0.70767 0.00735 -2.74192
H 1.79142 0.80525 -3.99745
H 1.97746 -0.89549 -3.66334
O 2.88057 -5.03644 -2.64735
C 1.91991 -4.48454 -3.13685
O 1.90097 -3.61808 -4.19069
C 3.10748 -3.12055 -4.83154
C 2.97219 -2.72466 -6.29665
C 0.56563 -4.67578 -2.55670
H 4.00381 -3.72316 -4.68478
H 3.47098 -2.25080 -4.28428
H 3.96752 -2.41882 -6.61893
H 2.29715 -1.90476 -6.54198
H 2.58312 -3.58817 -6.83616
H 0.32980 -3.77984 -1.98244
H 0.46548 -5.50777 -1.85966
H -0.21044 -4.76050 -3.31739
O -2.30696 -2.96190 -0.82258
C -2.76299 -3.51540 0.17206
O -3.47290 -2.84002 1.04594
C -4.03666 -1.57442 0.71374
C -4.88229 -1.19321 1.96488
C -2.32051 -4.97863 0.57477
H -4.56443 -1.43107 -0.22914
H -3.23931 -0.83213 0.75019
H -4.39318 -1.39082 2.91872
H -5.85985 -1.66098 1.84795
H -5.17266 -0.14266 1.95317
H -1.95168 -4.94561 1.59994
H -1.64873 -5.36626 -0.19109
H -3.20235 -5.61899 0.55475
O -4.41367 4.68764 -1.93385
C -3.31238 4.66450 -2.48204
O -2.89972 3.81661 -3.43998
C -3.73333 2.67231 -3.71957
C -3.08306 1.82767 -4.73461
C -2.28074 5.79602 -2.39386
H -4.63756 3.14060 -4.10840
H -3.95249 2.09807 -2.81940
H -3.79570 1.03701 -4.96935
H -2.09103 1.47592 -4.45132
H -2.97878 2.53760 -5.55511
H -1.42642 5.60379 -1.74481
H -2.91287 6.62192 -2.06766
H -1.93698 6.09786 -3.38321
O 0.88099 -0.22271 2.04761
C 0.81555 -0.54395 0.86925
O -0.02102 -0.00332 -0.08819
C -0.80293 1.13658 0.18190
C -1.87546 1.52656 -0.83856
C 1.65290 -1.71450 0.27875
H -0.06332 1.93672 0.21136
H -1.21067 0.99152 1.18231
H -2.39975 2.41991 -0.49923
H -2.60133 0.72376 -0.96787
H -1.50913 1.74886 -1.84080
H 1.12128 -2.13979 -0.57248
H 1.74882 -2.56491 0.95381
H 2.65348 -1.36965 0.01794
F 5.32615 -2.54164 -0.30463
C 5.32808 -3.57479 0.58330
C 6.09092 -3.70912 1.73426
C 5.81716 -4.74873 2.62126
C 4.85192 -5.67456 2.33479
C 4.06814 -5.62199 1.22037
C 4.28782 -4.54574 0.33398
H 6.78702 -2.94254 2.04119
H 6.39497 -4.85947 3.52695
H 4.75806 -6.43505 3.09587
H 3.27398 -6.32897 1.03094
H 3.60172 -4.46859 -0.49651
F 5.23231 4.50331 3.96819
C 4.08468 4.01779 4.25298
C 3.43531 3.16235 3.39735
C 2.10765 2.78263 3.66747
C 1.47078 3.15390 4.83551
C 2.16307 3.89805 5.75991
C 3.40507 4.44062 5.43516
H 3.92094 2.75765 2.52168
H 1.67353 2.08552 2.96606
H 0.56722 2.62796 5.10637
H 1.72713 4.18013 6.70690
H 3.99381 5.02566 6.12617
```

Summary:
- Total charge: +1
- Multiplicity: 2
- ⟨S²⟩: 0.769
- Gap between HOMO and LUMO (alpha / beta): 0.236 / 0.078 Eh
- E_HOMO (alpha / beta): -10.7 / -10.7 eV

Computed, not measured: a 6-piece molecular cluster, C49H92ClO9PSSi overall, with ωB97M-V/def2-TZVPD.

```
154
C49H92ClO9PSSi (ωB97M-V/def2-TZVPD)
C -3.23621 4.20523 0.57622
C -4.75218 4.06898 0.28448
P -5.28856 2.60940 -0.67533
C -7.07350 2.23682 -0.73807
C -7.59525 0.91579 -0.15402
C -4.02789 1.44544 -1.36305
C -4.79864 0.34085 -2.12149
C -4.02110 -0.38467 -3.23755
C -2.77489 -1.20236 -2.80925
C -2.84650 -2.70747 -3.23419
C -1.61050 -3.13736 -4.04458
C -0.42824 -3.64664 -3.20633
C 0.32488 -2.63000 -2.33773
C 1.26764 -1.71014 -3.14811
Si 1.85650 -0.21271 -2.14595
C 2.94260 0.93384 -3.18097
C 0.40121 0.84234 -1.53319
C 2.74477 -0.80755 -0.57696
C 3.12732 -2.10502 -0.35559
C 3.73487 -2.48726 0.81498
C 3.95840 -1.53180 1.76426
C 3.62043 -0.22150 1.56164
C 3.01217 0.14286 0.39414
C -3.12950 2.27223 -2.35316
C -3.73423 3.29493 -3.30839
C -5.00007 2.94707 -4.09415
O -3.85967 4.60137 -2.72636
O -3.00479 0.89216 -0.51771
C -3.13926 0.24358 0.69771
S -3.80640 1.13595 2.16560
C -3.76834 -1.19748 0.67554
C -3.16812 -2.03316 1.83816
C -2.82168 -3.45031 1.40673
O -2.05209 -3.68414 0.49288
O -5.16509 -1.06566 0.96434
C -5.87855 -2.20762 0.60647
Cl -7.33888 -2.29097 1.62698
H -2.70067 3.27153 0.42235
H -2.79650 5.03811 0.03092
H -3.11594 4.42774 1.63856
H -5.28195 4.09749 1.24304
H -5.06255 4.97783 -0.23620
H -7.47407 2.30272 -1.75759
H -7.59203 3.03478 -0.19669
H -7.38609 0.80551 0.90842
H -8.69152 0.94333 -0.22572
H -7.29235 0.03624 -0.71770
H -5.18865 -0.42158 -1.44414
H -5.68460 0.76287 -2.60277
H -3.71539 0.30456 -4.02557
H -4.73303 -1.05823 -3.72597
H -1.90836 -0.78418 -3.32856
H -2.53767 -1.15388 -1.75045
H -2.87902 -3.29550 -2.31012
H -3.76088 -2.88576 -3.80193
H -1.91172 -3.97959 -4.68125
H -1.30767 -2.35449 -4.74725
H -0.77658 -4.48164 -2.59013
H 0.30211 -4.07114 -3.90661
H 0.91638 -3.21334 -1.62848
H -0.32616 -2.00306 -1.71924
H 2.14338 -2.24853 -3.51777
H 0.69216 -1.29891 -3.98786
H 3.41315 1.69439 -2.55222
H 2.28049 1.48110 -3.86231
H 3.68517 0.40752 -3.78282
H 0.30010 0.82208 -0.44812
H 0.43542 1.85661 -1.93434
H -0.50633 0.38463 -1.93738
H 2.96755 -2.87779 -1.10126
H 4.01523 -3.51613 0.99969
H 4.41790 -1.80666 2.71001
H 3.79696 0.56410 2.28869
H 2.72979 1.17182 0.19741
H -2.47796 2.83351 -1.67677
H -2.44774 1.61613 -2.89670
H -2.97827 3.44759 -4.09508
H -5.88543 2.77453 -3.48391
H -4.81781 2.07300 -4.72469
H -5.19501 3.77544 -4.78327
H -4.70078 4.98723 -2.98625
H -2.12060 0.04837 1.03814
H -5.11258 1.30466 1.90668
H -3.60441 -1.70239 -0.28017
H -2.25191 -1.59260 2.24261
H -3.88180 -2.05249 2.66241
H -3.28551 -4.27362 1.99799
H -6.14684 -2.18456 -0.45499
H -5.33310 -3.14100 0.78251
C 3.25254 0.98176 6.64822
C 2.80399 2.43693 6.59601
C 3.56113 2.94969 5.37839
O 3.70668 1.83662 4.48965
C 3.35043 0.63112 5.17451
H 2.57203 0.33178 7.19469
H 4.23809 0.91223 7.11551
H 1.72700 2.48785 6.41736
H 3.02478 2.99977 7.50195
H 4.56220 3.30033 5.65173
H 3.03937 3.75827 4.86500
H 2.38506 0.29028 4.78233
H 4.09769 -0.13756 4.97416
C 2.84896 -4.03720 6.65330
C 2.37466 -4.18717 8.09436
C 3.27636 -3.20105 8.82313
O 3.56908 -2.15251 7.89415
C 3.15479 -2.54997 6.58217
H 2.11680 -4.35540 5.91274
H 3.76327 -4.61597 6.49961
H 1.33137 -3.87300 8.17714
H 2.45567 -5.20196 8.48141
H 4.22186 -3.67014 9.11842
H 2.80801 -2.77730 9.71227
H 2.26049 -1.97275 6.32106
H 3.94163 -2.31647 5.86348
C -3.15233 8.34978 -4.95132
C -1.88089 7.62569 -4.52474
C -2.14065 6.21748 -5.03573
O -2.96303 6.35109 -6.20554
C -3.45130 7.69151 -6.29119
H -3.03931 9.43069 -5.02608
H -3.95649 8.13894 -4.24160
H -1.01735 8.05903 -5.03591
H -1.69308 7.65895 -3.45243
H -2.69018 5.62558 -4.30137
H -1.22193 5.68814 -5.29548
H -2.92285 8.19689 -7.10733
H -4.51666 7.67542 -6.52632
C 7.25049 -2.11940 7.37835
C 8.22427 -3.19668 6.91402
C 7.58874 -3.64554 5.60552
O 6.91482 -2.50502 5.06639
C 6.85100 -1.47713 6.06027
H 7.68119 -1.40912 8.08272
H 6.37865 -2.58077 7.84939
H 9.20535 -2.75496 6.72313
H 8.35139 -4.01208 7.62504
H 6.84550 -4.43312 5.77509
H 8.31990 -4.00969 4.88278
H 7.55048 -0.68369 5.77541
H 5.84408 -1.05868 6.08624
C 5.15609 -3.61156 -6.40289
C 4.22227 -3.48058 -7.59951
C 2.96342 -2.92439 -6.95058
O 3.39147 -2.13889 -5.83429
C 4.77716 -2.39000 -5.57917
H 6.21215 -3.63291 -6.66822
H 4.92503 -4.52463 -5.84877
H 4.62843 -2.75793 -8.31137
H 4.04899 -4.41718 -8.12772
H 2.32066 -3.72880 -6.57563
H 2.37857 -2.30155 -7.62854
H 5.34668 -1.50805 -5.89183
H 4.92843 -2.53828 -4.50862
```

Summary:
- Total charge: 0
- SMILES: CCP(CC)[C@@](CCCCCCCC[Si](C)(C)c1ccccc1)(C[C@@H](C)O)O[C@@H](S)[C@@H](CC=O)OCCl.C1CCOC1.C1CCOC1.C1CCOC1.C1CCOC1.C1CCOC1
- Gap between HOMO and LUMO: 0.252 Eh
- E_HOMO: -6.5 eV

Number 1: F_max 0.42 eV Å⁻¹. Number 2: F_max 4.71 eV Å⁻¹. Number 3: F_max 1.81 eV Å⁻¹.